Molecular formula: C28H42O21
Method: DFT, ωB97M-V/def2-TZVPD

Output
Gap between HOMO and LUMO, Ha: 0.390
HOMO, Eh: -0.3864
ΔE to the lowest compared entry with this formula, charge and spin, kJ/mol: 332.8
SMILES: C[C@H]1COC(=O)O1.C[C@H]1COC(=O)O1.C[C@H]1COC(=O)O1.C[C@H]1COC(=O)O1.C[C@H]1COC(=O)O1.C[C@H]1COC(=O)O1.C[C@H]1COC(=O)O1

Each line ends with the Löwdin charge.
CARTESIAN COORDINATES (ANGSTROEM)
C1 -4.7017 0.7958 -4.1330  -0.015
C2 -3.5496 0.5519 -5.0959  -0.354
C3 -3.3129 1.7721 -5.9805  -0.094
O1 -1.9005 1.9810 -5.8078  0.060
C4 -1.3257 1.0777 -4.9734  -0.528
O2 -0.1521 0.9936 -4.8290  0.174
O3 -2.3291 0.2973 -4.4593  0.087
H1 -4.5334 1.7213 -3.5825  0.093
H2 -4.8866 -0.0992 -3.5389  0.081
H3 -5.6016 1.0567 -4.6900  0.087
H4 -3.7438 -0.2338 -5.8260  0.149
H5 -3.7880 2.7249 -5.7473  0.132
H6 -3.7516 1.4648 -6.9298  0.129
C5 -6.4849 -5.2938 -0.0889  -0.027
C6 -5.1488 -5.2690 -0.7900  -0.325
C7 -4.7306 -3.9242 -1.3850  -0.071
O4 -3.5257 -3.6624 -0.6872  0.093
C8 -3.1563 -4.5887 0.1416  -0.534
O5 -2.1773 -4.6460 0.9024  0.111
O6 -4.1460 -5.5302 0.1969  0.070
H7 -7.2831 -4.7621 -0.6069  0.085
H8 -6.3853 -4.6958 0.8169  0.095
H9 -6.8036 -6.2900 0.2179  0.089
H10 -5.1290 -6.0466 -1.5535  0.147
H11 -5.4925 -3.2051 -1.0844  0.131
H12 -4.6360 -4.0380 -2.4650  0.137
C9 2.6117 5.4776 -2.3122  -0.006
C10 1.1554 6.0023 -2.4983  -0.305
C11 0.4446 5.7567 -3.7998  -0.086
O7 -0.8434 5.3303 -3.3877  0.074
C12 -0.8872 4.9876 -2.1200  -0.517
O8 -1.8681 4.4763 -1.5976  0.117
O9 0.3630 5.2692 -1.5571  0.039
H13 2.6456 4.4082 -2.5202  0.087
H14 2.9370 5.6448 -1.2854  0.083
H15 3.2995 5.9892 -2.9856  0.082
H16 1.0030 6.9862 -2.0547  0.154
H17 0.9558 5.0669 -4.4713  0.139
H18 0.2475 6.6369 -4.4117  0.137
C13 -1.0726 0.3867 1.0300  -0.001
C14 0.4283 -0.1383 1.0351  -0.276
C15 1.3806 0.4069 -0.0181  -0.093
O10 2.5777 0.6014 0.7276  0.072
C16 2.2745 0.6661 2.0408  -0.556
O11 3.0616 0.8878 2.9504  0.116
O12 0.9957 0.3784 2.2270  0.087
H19 -1.5665 0.2466 0.0684  0.074
H20 -1.0611 1.4640 1.1958  0.079
H21 -1.7283 -0.0364 1.7910  0.077
H22 0.4002 -1.2268 0.9861  0.152
H23 1.0885 1.3171 -0.5417  0.134
H24 1.4469 -0.3391 -0.8101  0.137
C17 9.0171 -0.6295 3.7767  -0.025
C18 9.0503 0.6027 2.8939  -0.315
C19 8.6887 1.9216 3.5048  -0.114
O13 9.8737 2.6047 3.4011  0.099
C20 10.8546 1.9126 2.8837  -0.537
O14 11.9936 2.3596 2.6418  0.103
O15 10.4420 0.6622 2.6504  0.082
H25 9.7293 -0.6190 4.6017  0.098
H26 9.2444 -1.5238 3.1965  0.085
H27 8.0252 -0.7877 4.1998  0.084
H28 8.5020 0.4880 1.9589  0.157
H29 8.4167 1.7759 4.5503  0.139
H30 7.8670 2.4357 3.0062  0.143
C21 3.8374 -5.5366 2.5587  -0.026
C22 3.8474 -4.3146 1.6120  -0.296
C23 5.2936 -4.0155 1.1558  -0.086
O16 5.0887 -3.7778 -0.2185  0.080
C24 3.8997 -4.1485 -0.6458  -0.581
O17 3.5071 -4.0497 -1.7704  0.157
O18 3.1108 -4.4941 0.4008  0.089
H31 4.4761 -5.4623 3.4388  0.085
H32 4.0913 -6.4784 2.0721  0.087
H33 2.8162 -5.6701 2.9157  0.080
H34 3.3718 -3.4551 2.0844  0.149
H35 5.9198 -4.8986 1.2823  0.128
H36 5.7591 -3.1941 1.7007  0.135
C25 -6.6297 3.0882 3.1236  -0.016
C26 -7.3010 1.7653 2.7586  -0.317
C27 -6.7810 1.0284 1.4984  -0.079
O19 -6.5415 -0.3037 1.9228  0.099
C28 -6.6070 -0.3716 3.2172  -0.585
O20 -6.1904 -1.3361 3.8376  0.135
O21 -6.9344 0.8181 3.7180  0.087
H37 -6.8874 3.3289 4.1550  0.085
H38 -7.0103 3.9467 2.5703  0.087
H39 -5.5461 2.9717 3.1025  0.093
H40 -8.3829 1.8957 2.7358  0.150
H41 -5.9311 1.5182 1.0231  0.134
H42 -7.5952 1.1445 0.7830  0.127

Forces on atoms 1 to 6 (eV/Å):
C 0.14 -0.12 -0.43
C -1.37 0.90 -0.30
C 0.26 0.20 0.79
O -0.01 0.28 -1.30
C -1.24 -0.03 -1.08
O -0.39 -0.20 0.71